1.
Here is a molecular structure, C44H40N4P2S2V in a non-equilibrium geometry from the OMol25 dataset. Energies are from ωB97M-V/def2-TZVPD.

Calculated values
- energy above the lowest of the compared OMol25 structures with the same formula, charge and spin (kcal per mole) = 0.0
- frontier orbital gap (alpha / beta) (eV) = 6.08 / 5.29
- LUMO level (alpha / beta) (Eh) = 0.0068 / 0.0040
- E_HOMO (alpha / beta) (eV) = -5.9 / -5.2
- max |F| (Eh/bohr) = 0.0352

Geometry as ORCA input:
```
! wB97M-V def2-TZVPD RIJCOSX def2/J DEFGRID3
* xyz 0 2
V -1.815 0.921 -0.355
C -3.869 2.481 1.480
C -2.518 3.067 1.865
C -1.723 3.657 0.720
C -1.049 4.859 0.902
C -0.386 5.449 -0.152
C -0.450 4.838 -1.399
C -1.094 3.633 -1.511
N -1.681 2.999 -0.463
N -3.794 1.384 0.476
C -4.103 0.042 1.053
C -2.874 -0.547 1.686
C -2.874 -0.853 2.991
C -1.648 -1.418 3.563
C -0.622 -1.715 2.777
C -0.667 -1.544 1.270
N -1.795 -0.673 0.807
C -4.657 1.684 -0.681
C -4.316 0.780 -1.821
C -5.266 0.334 -2.706
C -4.885 -0.491 -3.762
C -3.558 -0.819 -3.879
C -2.645 -0.327 -2.950
N -3.004 0.448 -1.902
H -4.515 3.265 1.083
H -4.344 2.095 2.381
H -1.937 2.296 2.377
H -2.692 3.862 2.590
H -1.060 5.320 1.881
H 0.156 6.377 -0.014
H 0.013 5.278 -2.273
H -1.139 3.117 -2.460
H -4.411 -0.606 0.232
H -4.914 0.085 1.785
H -3.758 -0.683 3.592
H -1.577 -1.579 4.634
H 0.275 -2.167 3.183
H -0.843 -2.553 0.901
H -4.459 2.715 -0.978
H -5.718 1.600 -0.429
H -6.299 0.626 -2.561
H -5.620 -0.860 -4.468
H -3.194 -1.453 -4.677
H -1.593 -0.543 -3.039
S 0.386 1.691 2.056
P 1.525 0.128 1.584
C 0.720 -1.174 0.682
P 0.856 -0.986 -1.026
S 0.284 0.786 -1.850
C 2.585 -1.313 -1.520
C 3.271 -0.474 -2.386
C 4.579 -0.765 -2.755
C 5.201 -1.907 -2.269
C 4.510 -2.764 -1.418
C 3.206 -2.470 -1.045
C -0.040 -2.310 -1.929
C 0.551 -2.862 -3.071
C -0.112 -3.823 -3.823
C -1.384 -4.243 -3.455
C -1.999 -3.674 -2.352
C -1.343 -2.704 -1.602
C 3.033 0.797 0.746
C 2.932 1.986 0.019
C 4.062 2.582 -0.523
C 5.317 2.015 -0.330
C 5.432 0.850 0.409
C 4.299 0.250 0.947
C 2.230 -0.674 3.072
C 2.811 -1.934 2.959
C 3.347 -2.568 4.072
C 3.291 -1.948 5.316
C 2.700 -0.698 5.437
C 2.169 -0.061 4.318
H 2.783 0.418 -2.758
H 5.115 -0.093 -3.414
H 6.223 -2.130 -2.551
H 4.989 -3.661 -1.044
H 2.659 -3.130 -0.381
H 1.543 -2.548 -3.373
H 0.370 -4.245 -4.698
H -1.896 -5.003 -4.034
H -3.006 -3.968 -2.078
H -1.878 -2.212 -0.810
H 1.964 2.452 -0.102
H 3.961 3.501 -1.089
H 6.201 2.487 -0.744
H 6.406 0.406 0.581
H 4.419 -0.659 1.517
H 2.822 -2.428 1.994
H 3.797 -3.549 3.973
H 3.699 -2.445 6.188
H 2.642 -0.218 6.407
H 1.693 0.909 4.403
*
```


2.
Here is a molecular structure, C44H41BN2O6P2PdS2 from the OMol25 dataset. Energies are from ωB97M-V/def2-TZVPD.

Calculated values
- energy above the lowest of the compared OMol25 structures with the same formula, charge and spin (kcal per mole) = 30.0
- frontier orbital gap (eV) = 5.40
- LUMO level (Eh) = 0.1480
- E_HOMO (eV) = -1.4
- max |F| (Eh/bohr) = 0.0190

Geometry as ORCA input:
```
! wB97M-V def2-TZVPD RIJCOSX def2/J DEFGRID3
* xyz -2 1
Pd 0.397 -0.113 -1.042
O -0.695 -0.097 1.565
C -0.392 -0.894 2.478
C -0.440 -0.486 3.865
C -0.133 -1.313 4.910
C 0.271 -2.638 4.684
C 0.353 -3.067 3.370
C 0.052 -2.262 2.266
C 0.227 -2.809 0.918
N 0.255 -2.208 -0.266
C 0.558 -3.155 -1.211
C 0.705 -4.365 -0.617
N 0.492 -4.139 0.723
H -0.746 0.543 4.031
H -0.192 -0.931 5.927
H 0.521 -3.302 5.501
H 0.697 -4.088 3.223
H 0.643 -2.873 -2.249
H 0.940 -5.339 -1.012
H 0.517 -4.833 1.444
C -7.011 -3.079 -4.257
C -5.772 -3.708 -3.605
C -5.033 -4.515 -4.674
C -6.222 -4.687 -2.511
C -4.894 -2.610 -2.996
C -5.407 -1.820 -1.972
C -4.666 -0.796 -1.374
C -3.386 -0.577 -1.833
O -2.483 0.335 -1.431
B -1.277 0.072 -2.179
O -1.599 -0.972 -3.138
C -2.855 -1.360 -2.861
C -3.589 -2.370 -3.452
H -7.638 -3.849 -4.719
H -6.716 -2.364 -5.027
H -7.613 -2.544 -3.521
H -5.693 -5.294 -5.066
H -4.143 -4.997 -4.267
H -4.722 -3.885 -5.509
H -6.845 -5.481 -2.936
H -6.800 -4.181 -1.737
H -5.356 -5.145 -2.030
H -6.414 -1.997 -1.609
H -5.071 -0.197 -0.569
H -3.130 -2.950 -4.240
O 1.347 -0.662 -3.760
S 1.192 0.700 -4.212
O 0.556 0.855 -5.500
O 2.349 1.548 -3.992
S -0.178 1.548 -2.688
C 2.460 0.907 2.139
P 2.250 0.915 0.303
C 3.222 -0.584 -0.135
C 3.407 -1.645 0.752
C 4.072 -2.793 0.348
C 4.553 -2.903 -0.948
C 4.349 -1.863 -1.845
C 3.688 -0.711 -1.447
C 3.451 2.180 -0.263
C 4.831 2.079 -0.086
C 5.672 3.081 -0.534
C 5.142 4.197 -1.175
C 3.775 4.300 -1.369
C 2.931 3.292 -0.916
P 2.140 2.556 2.887
C 3.842 3.265 2.914
C 4.924 2.610 3.504
C 6.183 3.183 3.498
C 6.379 4.426 2.906
C 5.312 5.086 2.319
C 4.050 4.509 2.325
C 2.015 2.129 4.676
C 1.875 3.190 5.574
C 1.772 2.963 6.934
C 1.785 1.662 7.425
C 1.901 0.599 6.543
C 2.020 0.828 5.180
H 3.406 0.462 2.460
H 1.636 0.267 2.476
H 3.005 -1.601 1.758
H 4.193 -3.612 1.050
H 5.059 -3.807 -1.267
H 4.677 -1.949 -2.874
H 3.490 0.071 -2.172
H 5.244 1.203 0.402
H 6.742 2.996 -0.384
H 5.802 4.976 -1.538
H 3.359 5.149 -1.898
H 1.865 3.342 -1.106
H 4.776 1.643 3.972
H 7.015 2.661 3.956
H 7.367 4.872 2.896
H 5.458 6.045 1.836
H 3.222 5.013 1.840
H 1.848 4.207 5.197
H 1.668 3.803 7.612
H 1.691 1.481 8.490
H 1.888 -0.421 6.909
H 2.086 -0.021 4.513
*
```


3.
Here is a molecular structure, C44H41FN4P2Se2V in a non-equilibrium geometry from the OMol25 dataset. Energies are from ωB97M-V/def2-TZVPD.

Calculated values
- energy above the lowest of the compared OMol25 structures with the same formula, charge and spin (kcal per mole) = 8.1
- frontier orbital gap (alpha / beta) (eV) = 5.70 / 6.30
- LUMO level (alpha / beta) (Eh) = -0.1413 / -0.1193
- E_HOMO (alpha / beta) (eV) = -9.5 / -9.5
- max |F| (Eh/bohr) = 0.0347

Geometry as ORCA input:
```
! wB97M-V def2-TZVPD RIJCOSX def2/J DEFGRID3
* xyz 1 3
V -0.259 -1.151 -1.803
C 2.267 0.137 -0.786
C 3.029 -1.125 -0.397
C 2.285 -1.970 0.643
C 3.370 -1.904 -1.651
C 4.718 -2.095 -1.925
C 5.139 -2.796 -3.038
C 4.192 -3.294 -3.907
C 2.833 -3.111 -3.691
C 1.877 -3.688 -4.710
C 2.166 -5.178 -4.907
C 1.979 -2.927 -6.036
C 2.401 -2.419 -2.540
N 1.022 -2.281 -2.314
C 0.270 -3.417 -2.137
C 0.800 -4.616 -1.628
C 0.006 -5.731 -1.476
C -1.341 -5.706 -1.812
C -1.911 -4.539 -2.294
C -1.107 -3.432 -2.437
F -1.662 -2.245 -2.908
H 2.124 0.791 0.071
H 1.270 -0.153 -1.201
H 2.804 0.688 -1.559
H 3.976 -0.807 0.061
H 1.345 -2.367 0.250
H 2.065 -1.379 1.532
H 2.898 -2.816 0.945
H 5.452 -1.693 -1.243
H 6.190 -2.956 -3.222
H 4.510 -3.841 -4.779
H 0.844 -3.591 -4.359
H 3.118 -5.328 -5.405
H 1.391 -5.630 -5.518
H 2.201 -5.694 -3.949
H 2.976 -3.014 -6.462
H 1.753 -1.871 -5.891
H 1.266 -3.336 -6.750
H 1.850 -4.642 -1.373
H 0.443 -6.642 -1.096
H -1.943 -6.591 -1.703
H -2.955 -4.495 -2.564
Se -1.330 -0.919 5.087
P -1.193 0.608 3.643
C -2.567 1.787 3.850
C -2.584 2.617 4.967
C -3.725 3.328 5.283
C -4.857 3.208 4.491
C -4.839 2.391 3.373
C -3.701 1.671 3.056
C 0.424 1.460 3.725
C 0.848 2.051 4.910
C 2.084 2.668 4.970
C 2.927 2.657 3.871
C 2.538 2.009 2.712
C 1.290 1.420 2.641
C -1.263 -0.082 1.976
C -1.227 0.315 0.627
N -1.050 -0.838 -0.066
N -0.990 -1.842 0.772
N -1.112 -1.416 1.986
P -1.397 1.759 -0.430
Se -0.984 1.109 -2.458
C -0.288 3.062 0.174
C -0.449 3.548 1.469
C 0.406 4.527 1.938
C 1.410 5.022 1.120
C 1.558 4.548 -0.173
C 0.708 3.565 -0.651
C -3.091 2.380 -0.275
C -4.139 1.501 -0.543
C -5.443 1.943 -0.426
C -5.697 3.253 -0.042
C -4.654 4.131 0.200
C -3.345 3.701 0.076
H -1.711 2.695 5.595
H -3.736 3.958 6.159
H -5.756 3.744 4.754
H -5.719 2.297 2.754
H -3.695 1.009 2.200
H 0.229 2.012 5.793
H 2.397 3.154 5.881
H 3.892 3.136 3.919
H 3.202 1.968 1.862
H 0.976 0.922 1.736
H -1.237 3.156 2.100
H 0.291 4.896 2.945
H 2.085 5.776 1.494
H 2.333 4.939 -0.814
H 0.808 3.186 -1.661
H -3.926 0.478 -0.834
H -6.260 1.265 -0.617
H -6.714 3.588 0.085
H -4.853 5.150 0.501
H -2.529 4.385 0.258
*
```


4.
Here is a molecular structure, C44H42AsBr2CoIN3O2 in a non-equilibrium geometry from the OMol25 dataset. Energies are from ωB97M-V/def2-TZVPD.

Calculated values
- energy above the lowest of the compared OMol25 structures with the same formula, charge and spin (kcal per mole) = 2.5
- frontier orbital gap (alpha / beta) (eV) = 6.67 / 6.67
- LUMO level (alpha / beta) (Eh) = -0.1016 / -0.1033
- E_HOMO (alpha / beta) (eV) = -9.4 / -9.5
- max |F| (Eh/bohr) = 0.0795

Geometry as ORCA input:
```
! wB97M-V def2-TZVPD RIJCOSX def2/J DEFGRID3
* xyz 1 4
Co -0.498 -1.558 1.135
C -2.362 -3.394 -0.735
O -1.133 -3.327 -0.057
C -0.068 -4.011 -0.613
C -0.140 -5.183 -1.347
C 1.054 -5.878 -1.761
Br 0.768 -7.579 -2.570
C 2.244 -5.337 -1.398
C 2.305 -4.075 -0.752
C 1.165 -3.447 -0.219
O 1.204 -2.371 0.495
C 3.594 -3.543 -0.420
N 3.767 -2.297 0.012
C 5.169 -2.089 0.243
C 5.914 -1.029 0.748
C 7.283 -1.101 0.874
C 7.801 -2.381 0.628
C 7.120 -3.454 0.181
C 5.780 -3.284 -0.087
N 4.779 -4.131 -0.578
H -2.918 -4.283 -0.397
H -2.218 -3.241 -1.849
H -2.932 -2.620 -0.285
H -1.107 -5.596 -1.594
H 3.155 -5.850 -1.706
H 2.951 -1.646 0.189
H 5.379 -0.103 0.936
H 7.888 -0.253 1.161
H 8.867 -2.514 0.761
H 7.569 -4.438 0.071
H 4.866 -5.080 -0.905
Br -0.495 -2.730 6.175
C -0.992 -0.973 5.771
C -0.715 0.010 6.754
C -1.210 1.284 6.540
C -1.855 1.644 5.358
C -2.088 0.735 4.345
C -1.680 -0.570 4.616
I -2.056 -2.124 3.200
H -0.196 -0.227 7.624
H -0.891 2.087 7.221
H -2.037 2.684 5.186
H -2.479 0.897 3.380
C -7.212 1.118 -2.807
C -5.815 0.948 -2.307
C -4.774 0.615 -3.226
C -3.439 0.594 -2.822
C -2.410 0.387 -3.869
C -3.147 0.648 -1.439
As -1.260 0.236 -1.072
N -0.711 0.230 0.667
C -0.086 1.196 1.368
C -0.358 2.557 1.420
C 0.319 3.420 2.281
C 1.418 2.985 3.049
C 1.660 1.645 3.112
C 0.895 0.794 2.384
C -0.206 1.745 -1.756
C 1.168 1.590 -1.759
C 1.893 0.329 -1.402
C 1.978 2.539 -2.342
C 1.525 3.842 -2.607
C 2.436 4.941 -3.127
C 0.133 3.993 -2.424
C -0.709 3.030 -2.017
C -2.131 3.457 -1.918
C -4.165 0.970 -0.541
C -3.855 1.206 0.917
C -5.479 1.188 -1.003
H -7.729 1.896 -2.249
H -7.728 0.175 -2.525
H -7.420 1.323 -3.838
H -5.037 0.585 -4.275
H -2.864 0.205 -4.848
H -1.731 -0.449 -3.578
H -1.724 1.312 -3.857
H -1.217 2.899 0.823
H 0.015 4.455 2.349
H 1.928 3.745 3.712
H 2.403 1.142 3.704
H 1.112 -0.250 2.292
H 1.373 -0.547 -1.824
H 1.917 0.243 -0.297
H 2.894 0.357 -1.842
H 3.085 2.352 -2.492
H 3.456 4.604 -3.006
H 2.380 5.937 -2.648
H 2.302 5.183 -4.141
H -0.351 5.002 -2.613
H -2.233 4.574 -1.895
H -2.703 3.015 -1.034
H -2.697 3.053 -2.742
H -4.484 0.615 1.558
H -4.059 2.213 1.282
H -2.812 0.957 1.187
H -6.296 1.579 -0.295
*
```